Entry 1:
Entry from OMol25: a cluster of 5 separate species, C40H89BrF2N8O9P in total (the ωB97M-V functional and the def2-TZVPD basis).

ORCA input file:
```
! RIJCOSX wB97M-V def2-TZVPD def2/J DEFGRID3
* xyz 1 1
C -4.58 -1.83 -3.22
C -4.33 -1.57 -1.84
C -4.18 -1.06 -0.25
C -2.67 -0.60 0.16
F -2.24 0.04 -1.15
C -2.75 0.70 1.18
C -3.96 0.66 2.28
C -4.09 2.20 2.93
C -4.91 3.24 1.96
N -4.34 4.54 1.41
O -6.18 2.87 1.62
N -1.51 0.99 1.96
C -0.23 0.41 1.45
C 0.32 1.62 0.41
N 0.21 3.01 1.05
C 0.75 0.31 2.80
C 2.26 0.88 2.61
P 3.48 -0.33 1.72
O 4.95 0.28 2.00
O 3.26 -0.42 0.00
C 4.49 -0.78 -0.72
C 4.95 0.55 -1.58
O 3.37 -1.84 2.57
C 3.71 -3.00 1.73
C 2.92 -4.30 2.41
C -0.31 -0.99 0.60
F 0.79 -1.96 0.96
N -1.70 -1.68 0.59
C -1.92 -2.23 2.00
C -3.19 -3.21 2.24
O -4.14 -2.60 3.23
C -4.33 -3.62 4.31
C -5.52 -2.99 5.30
C -1.66 -2.92 -0.27
C -0.95 -2.85 -1.73
C -1.79 -3.69 -2.91
Br 0.89 -3.74 -1.80
H -5.12 -2.16 -4.21
H -4.75 -1.74 0.51
H -4.81 -0.04 -0.25
H -2.97 1.67 0.51
H -3.73 -0.03 3.23
H -5.03 0.45 1.87
H -4.78 2.04 3.89
H -3.07 2.61 3.34
H -5.20 5.10 1.15
H -3.92 4.26 0.48
H -1.72 0.76 2.95
H 1.40 1.41 0.02
H -0.37 1.68 -0.56
H 0.41 2.98 2.07
H 1.00 3.59 0.64
H 0.30 0.93 3.71
H 0.80 -0.80 3.22
H 2.71 0.93 3.72
H 2.35 1.99 2.23
H 4.17 -1.60 -1.53
H 5.33 -1.26 -0.07
H 5.42 0.25 -2.62
H 5.70 1.24 -1.01
H 3.94 1.14 -1.83
H 4.86 -3.22 1.82
H 3.33 -2.95 0.62
H 3.59 -5.27 2.43
H 1.94 -4.45 1.75
H 2.51 -4.03 3.50
H 0.05 -0.67 -0.49
H -1.00 -2.89 2.39
H -2.01 -1.39 2.83
H -2.87 -4.23 2.77
H -3.84 -3.52 1.34
H -3.32 -3.72 4.94
H -4.69 -4.66 3.89
H -5.07 -2.32 6.17
H -6.16 -2.28 4.60
H -6.22 -3.81 5.76
H -1.07 -3.74 0.37
H -2.72 -3.41 -0.49
H -0.77 -1.78 -2.18
H -1.90 -2.98 -3.86
H -1.18 -4.63 -3.30
H -2.88 -3.97 -2.58
C -9.89 -1.46 -3.45
C -9.86 -2.53 -2.37
C -9.71 -1.96 -0.94
O -8.38 -1.54 -0.62
C -8.04 -0.25 -1.10
N -8.81 -3.51 -2.68
H -8.89 -1.06 -3.68
H -10.28 -1.87 -4.39
H -10.53 -0.62 -3.17
H -10.83 -3.05 -2.41
H -9.94 -2.77 -0.23
H -10.43 -1.16 -0.74
H -8.90 0.43 -1.09
H -7.62 -0.33 -2.11
H -7.26 0.16 -0.45
H -8.86 -4.28 -2.01
H -7.91 -3.06 -2.46
C 2.85 8.39 3.07
C 1.76 7.32 2.98
C 2.31 5.88 2.92
O 2.85 5.50 1.65
C 4.17 5.95 1.42
N 0.90 7.62 1.82
H 3.34 8.57 2.11
H 2.42 9.34 3.39
H 3.61 8.10 3.80
H 1.15 7.40 3.89
H 1.47 5.19 3.09
H 3.03 5.69 3.72
H 4.77 5.96 2.34
H 4.16 6.94 0.97
H 4.64 5.27 0.70
H 0.11 6.97 1.83
H 1.42 7.36 0.98
C 8.79 -1.95 0.59
C 7.69 -3.01 0.50
C 8.24 -4.45 0.44
O 8.78 -4.83 -0.83
C 10.11 -4.38 -1.06
N 6.83 -2.71 -0.66
H 9.28 -1.76 -0.37
H 8.36 -0.99 0.91
H 9.55 -2.23 1.32
H 7.09 -2.93 1.41
H 7.41 -5.14 0.61
H 8.97 -4.64 1.24
H 10.71 -4.38 -0.14
H 10.10 -3.39 -1.51
H 10.58 -5.06 -1.78
H 6.05 -3.37 -0.65
H 7.36 -2.97 -1.50
C 1.76 2.59 -7.05
C 1.78 1.52 -5.96
C 1.94 2.09 -4.53
O 3.26 2.51 -4.21
C 3.60 3.80 -4.70
N 2.83 0.54 -6.28
H 2.75 2.99 -7.27
H 1.37 2.18 -7.99
H 1.11 3.43 -6.76
H 0.81 1.00 -6.00
H 1.70 1.28 -3.82
H 1.21 2.89 -4.34
H 2.75 4.48 -4.69
H 4.02 3.72 -5.70
H 4.38 4.21 -4.05
H 2.78 -0.22 -5.61
H 3.73 0.99 -6.06
*
```

## Properties
E_HOMO = -10.76 eV
strongest force on any atom = 0.20681 Eh/bohr
lowest unoccupied orbital energy = -2.3 eV
Kohn-Sham gap = 8.4 eV
calculated total energy = -5806.89068 Eh


Entry 2:
Entry from OMol25: a cluster of 6 separate species, C40H90N6O3 in total (the ωB97M-V functional and the def2-TZVPD basis).

ORCA input file:
```
! RIJCOSX wB97M-V def2-TZVPD def2/J DEFGRID3
* xyz 5 2
N -1.19 -0.01 -1.19
O -0.74 -0.62 -2.07
O -1.53 1.13 -1.39
O -1.27 -0.50 0.00
C 2.79 4.33 6.95
C 1.75 4.66 5.71
C 1.69 3.52 4.67
N 0.78 3.79 3.43
C 1.15 5.20 2.85
C -0.63 3.85 4.03
C -1.56 3.30 2.88
C -0.64 2.84 1.74
C 0.75 2.67 2.36
H 2.21 3.64 7.55
H 3.01 5.18 7.60
H 3.71 3.80 6.74
H 2.21 5.56 5.31
H 0.80 5.01 6.12
H 1.32 2.73 5.32
H 2.71 3.37 4.31
H 0.70 5.40 1.88
H 2.24 5.21 2.78
H 0.75 5.93 3.55
H -0.95 4.80 4.46
H -0.80 3.22 4.90
H -2.10 4.09 2.36
H -2.29 2.54 3.12
H -0.58 3.52 0.89
H -1.06 1.94 1.29
H 1.59 2.84 1.68
H 1.01 1.81 2.98
C 1.36 0.42 -4.79
C 1.37 1.72 -3.97
C 0.99 3.05 -4.73
N 1.40 4.27 -3.89
C 2.97 4.56 -3.88
C 0.62 5.53 -4.35
C 0.73 6.51 -3.18
C 0.89 5.56 -1.93
C 1.03 4.14 -2.41
H 1.56 -0.46 -4.18
H 2.24 0.50 -5.43
H 0.39 0.33 -5.29
H 2.34 1.76 -3.48
H 0.66 1.71 -3.14
H 0.06 2.97 -5.30
H 1.71 3.16 -5.54
H 3.50 3.82 -3.29
H 3.22 5.58 -3.57
H 3.33 4.47 -4.90
H 0.98 5.89 -5.31
H -0.39 5.13 -4.43
H 1.63 7.10 -3.35
H -0.17 7.13 -3.20
H 1.79 5.95 -1.47
H -0.05 5.69 -1.39
H 1.85 3.57 -1.96
H 0.08 3.60 -2.38
C 3.36 0.92 -0.59
C 3.15 -0.57 -0.17
C 2.11 -0.57 1.04
N 1.83 -2.03 1.63
C 3.09 -2.67 2.27
C 1.28 -2.95 0.48
C 0.21 -3.90 1.15
C 0.03 -3.25 2.62
C 0.66 -1.91 2.76
H 4.11 1.35 0.07
H 2.44 1.50 -0.59
H 3.73 1.06 -1.60
H 4.10 -0.92 0.22
H 2.97 -1.15 -1.07
H 1.10 -0.20 0.82
H 2.64 -0.06 1.84
H 3.29 -2.04 3.13
H 3.94 -2.71 1.60
H 2.71 -3.65 2.55
H 2.13 -3.26 -0.13
H 0.76 -2.27 -0.20
H 0.59 -4.91 1.32
H -0.80 -4.02 0.75
H 0.36 -3.96 3.38
H -1.02 -3.15 2.88
H 1.15 -1.60 3.68
H 0.10 -1.05 2.40
C -1.69 0.29 5.03
C -2.97 -0.46 4.55
C -3.61 -0.12 3.25
N -4.49 -1.10 2.51
C -5.84 -1.31 3.30
C -3.81 -2.39 2.19
C -4.74 -3.03 1.05
C -5.51 -1.83 0.43
C -4.81 -0.58 1.12
H -0.99 0.71 4.31
H -1.12 -0.21 5.82
H -2.02 1.19 5.56
H -3.79 -0.55 5.25
H -2.69 -1.51 4.45
H -2.83 0.21 2.56
H -4.30 0.72 3.28
H -6.50 -0.47 3.10
H -5.74 -1.67 4.32
H -6.23 -2.14 2.70
H -3.75 -3.05 3.06
H -2.83 -2.04 1.85
H -5.39 -3.85 1.34
H -4.20 -3.45 0.20
H -6.60 -1.84 0.47
H -5.28 -1.88 -0.63
H -5.55 0.22 1.05
H -3.88 -0.38 0.59
C 2.86 -5.73 -6.27
C 2.02 -5.71 -5.02
C 0.69 -4.97 -5.17
N 0.16 -4.42 -3.75
C 1.05 -3.37 -3.07
C -1.28 -3.86 -4.03
C -1.93 -4.11 -2.71
C -1.45 -5.42 -2.16
C -0.05 -5.54 -2.76
H 2.25 -5.97 -7.14
H 3.57 -6.53 -6.09
H 3.42 -4.80 -6.41
H 2.61 -5.24 -4.23
H 1.80 -6.74 -4.72
H -0.03 -5.62 -5.67
H 0.83 -4.10 -5.81
H 2.11 -3.58 -2.93
H 0.56 -3.19 -2.11
H 0.85 -2.52 -3.72
H -1.12 -2.93 -4.57
H -1.77 -4.49 -4.78
H -1.76 -3.28 -2.02
H -3.02 -4.18 -2.73
H -1.50 -5.45 -1.07
H -2.20 -6.17 -2.41
H 0.90 -5.62 -2.23
H -0.26 -6.38 -3.43
*
```

## Properties
E_HOMO (alpha / beta) = -20.97 / -20.97 eV
strongest force on any atom = 0.07963 Eh/bohr
lowest unoccupied orbital energy (alpha / beta) = -12.1 / -16.5 eV
Kohn-Sham gap (alpha / beta) = 8.9 / 4.5 eV
expectation value of S² = 0.76
calculated total energy = -2130.12361 Eh